No. 1
{"formula": "C28H76O8", "method": "the ωB97M-V functional and the def2-TZVPD basis", "symbols": ["C", "C", "C", "C", "C", "C", "H", "H", "H", "H", "H", "H", "H", "H", "H", "H", "H", "H", "H", "H", "C", "C", "C", "C", "C", "C", "H", "H", "H", "H", "H", "H", "H", "H", "H", "H", "H", "H", "H", "H", "C", "C", "O", "H", "H", "H", "H", "H", "H", "C", "C", "O", "H", "H", "H", "H", "H", "H", "C", "C", "O", "H", "H", "H", "H", "H", "H", "C", "C", "O", "H", "H", "H", "H", "H", "H", "C", "C", "O", "H", "H", "H", "H", "H", "H", "C", "C", "O", "H", "H", "H", "H", "H", "H", "C", "C", "O", "H", "H", "H", "H", "H", "H", "C", "C", "O", "H", "H", "H", "H", "H", "H"], "coordinates": [[3.838, -0.879, -1.808], [3.721, -0.102, -0.465], [2.709, 1.069, -0.417], [1.323, 0.705, 0.162], [0.337, 1.840, 0.209], [-0.849, 1.434, 0.956], [4.192, -1.760, -1.783], [4.283, -0.396, -2.581], [2.717, -0.796, -2.327], [4.710, 0.248, 0.037], [3.235, -0.762, 0.108], [2.739, 1.358, -1.412], [3.263, 1.677, 0.119], [1.745, 0.451, 1.168], [0.959, -0.134, -0.431], [0.065, 2.046, -0.832], [0.849, 2.523, 0.719], [-0.327, 1.125, 1.904], [-1.273, 0.637, 0.279], [-1.687, 2.045, 1.293], [4.562, -4.907, 2.539], [3.316, -5.103, 3.404], [2.735, -3.864, 4.135], [2.234, -2.804, 3.155], [1.963, -1.448, 3.836], [3.178, -0.496, 4.272], [4.250, -4.368, 1.667], [4.913, -6.058, 2.295], [5.590, -4.152, 3.035], [3.513, -5.698, 4.396], [2.521, -5.792, 2.756], [3.581, -3.389, 4.720], [1.923, -4.162, 4.961], [1.414, -3.260, 2.914], [2.830, -2.438, 2.373], [1.277, -1.637, 4.609], [1.335, -0.687, 3.232], [3.811, -0.807, 5.196], [2.940, 0.585, 4.525], [3.641, -0.346, 3.264], [2.425, -3.700, -5.952], [2.642, -2.176, -5.694], [1.461, -1.504, -5.374], [1.692, -3.545, -6.681], [2.225, -4.193, -5.060], [3.407, -3.998, -6.417], [3.201, -1.856, -6.604], [3.333, -2.188, -4.880], [1.790, -0.645, -5.462], [-4.718, 0.855, -0.204], [-5.285, 1.923, -1.044], [-6.627, 1.964, -0.879], [-5.050, 1.189, 1.010], [-3.702, 0.983, -0.130], [-4.859, -0.151, -0.483], [-4.960, 1.891, -2.104], [-5.073, 3.018, -0.778], [-6.890, 2.289, -1.686], [-1.889, -1.952, -1.903], [-1.152, -1.813, -3.294], [-0.125, -2.713, -3.308], [-2.347, -3.116, -2.005], [-2.743, -1.350, -1.858], [-1.301, -1.883, -1.181], [-0.779, -0.691, -3.427], [-1.726, -1.977, -4.143], [0.368, -2.703, -4.170], [-4.016, 3.825, 1.800], [-4.891, 4.908, 1.423], [-4.241, 6.130, 0.976], [-3.341, 3.509, 0.901], [-4.635, 2.847, 2.223], [-3.223, 4.386, 2.397], [-5.500, 5.295, 2.309], [-5.796, 4.794, 0.635], [-4.908, 6.750, 0.909], [0.495, 6.560, 0.484], [-0.731, 5.666, 0.767], [-1.698, 5.936, -0.060], [1.335, 6.334, 1.130], [0.541, 7.794, 0.778], [0.993, 6.204, -0.307], [-1.109, 5.691, 1.738], [-0.727, 4.726, 0.539], [-2.469, 5.616, 0.441], [3.323, -5.455, -0.799], [2.376, -4.311, -1.096], [1.121, -4.944, -1.477], [2.953, -6.020, 0.075], [4.293, -4.880, -0.647], [3.390, -6.007, -1.720], [2.473, -3.664, -1.891], [2.299, -3.781, -0.069], [0.716, -4.408, -2.009], [-1.888, 2.347, -3.470], [-2.315, 3.602, -2.619], [-1.207, 4.327, -2.447], [-1.058, 1.804, -3.102], [-1.529, 2.404, -4.391], [-2.520, 1.404, -3.469], [-2.627, 3.144, -1.670], [-3.161, 4.150, -3.027], [-1.307, 4.911, -1.669], [-3.316, -0.366, 3.259], [-1.955, -0.510, 3.808], [-2.034, -1.389, 4.836], [-3.651, -1.370, 2.842], [-3.576, 0.502, 2.455], [-4.168, -0.159, 3.931], [-1.655, 0.318, 4.451], [-1.124, -0.754, 2.921], [-1.342, -1.318, 5.449]], "forces_ev_per_a": [[-6.67, 6.76, 0.24], [1.93, 1.25, -1.44], [-1.08, -3.45, -2.36], [2.60, -0.27, 0.01], [-0.72, -1.72, -3.01], [-0.70, -2.11, 1.19], [2.15, -6.66, 0.59], [2.19, 1.96, -1.96], [2.30, -1.04, 1.62], [-1.47, -0.96, -1.09], [-0.98, -3.01, 2.95], [-0.68, 1.44, -1.99], [1.62, 4.00, 2.85], [-1.53, -0.52, -0.22], [-0.16, -0.42, 0.48], [0.40, 0.86, 0.12], [1.86, 3.86, 1.43], [-1.40, -0.76, -0.48], [0.00, 0.03, 1.56], [0.37, 0.76, -0.58], [2.78, -0.94, 1.56], [-1.25, -2.08, 2.33], [0.96, 0.64, 0.75], [3.19, 3.27, 3.64], [-0.80, 2.70, -0.05], [-0.12, -0.09, 0.06], [0.23, 0.02, -0.75], [-0.36, 3.29, 0.27], [-3.36, -2.64, -1.21], [0.18, 0.12, -2.26], [1.76, 2.05, 1.68], [-0.65, -0.82, -0.37], [1.50, 0.67, -2.09], [-5.23, -1.65, -2.61], [1.36, -0.98, -1.59], [-0.71, -0.18, 1.73], [0.89, -1.57, 0.09], [-0.64, 0.01, -2.15], [-0.68, -1.37, -0.17], [0.93, -0.39, 1.16], [2.46, 3.07, -1.27], [1.82, -2.87, -0.40], [-0.23, -1.48, -0.49], [-1.59, -1.44, -1.18], [-0.77, -1.22, 1.23], [-1.19, -0.27, 0.48], [-0.80, 0.62, 0.51], [0.68, 0.83, 0.85], [-0.31, 2.70, 0.19], [-1.15, 2.48, 4.42], [1.99, 2.61, -0.42], [-2.39, -1.81, 1.68], [0.51, -1.70, -3.57], [2.75, 0.29, 0.05], [-0.97, -1.07, -0.16], [-0.24, -0.57, 0.21], [1.51, -1.48, 0.22], [-2.07, 1.21, -2.59], [-4.95, -5.03, -9.02], [0.48, 3.48, 2.17], [2.35, -1.54, -0.60], [1.28, 2.99, 0.79], [-1.12, 1.18, 0.20], [5.14, 0.62, 6.36], [-0.40, -1.88, 0.41], [-1.90, -0.25, -1.29], [-0.81, 0.44, 1.17], [2.25, -2.19, -0.76], [-5.72, 3.52, -0.88], [2.73, -3.10, 0.42], [-1.51, 0.04, 1.20], [2.05, 2.87, -0.73], [-1.05, -1.47, 0.45], [0.76, -1.06, -0.52], [2.20, -0.87, 1.41], [-1.89, 2.12, -0.32], [-0.32, 2.60, 4.90], [4.06, 4.13, 2.39], [-6.03, 2.57, -3.72], [-0.08, -0.64, 1.27], [-1.04, -3.46, -1.70], [1.15, -0.18, -4.27], [-0.04, 0.68, 2.37], [3.20, -6.49, -0.22], [-0.61, 0.85, -1.26], [1.17, 2.25, -0.69], [-2.58, -2.02, 3.39], [3.87, -4.70, 5.45], [0.47, 0.23, -0.57], [-0.68, -1.40, 0.31], [0.24, -0.83, -0.03], [1.75, 1.70, -1.45], [-0.35, -0.11, -1.69], [-4.03, 4.99, -4.82], [-2.52, -1.88, 3.43], [-0.93, -3.79, -0.59], [2.38, 2.25, 0.70], [1.48, 0.20, 1.76], [0.75, 1.48, -4.58], [-0.56, 1.55, -0.05], [-0.39, 0.17, 0.16], [-0.19, 0.06, -0.34], [-0.09, 0.03, -0.38], [-3.41, 0.73, -2.96], [2.47, 1.92, -1.14], [-1.86, -4.04, 0.39], [0.57, 1.20, -0.03], [1.48, -2.22, 1.45], [0.97, -0.06, 0.72], [0.41, 1.64, -1.63], [-2.07, 0.47, 2.30], [1.51, 0.27, 0.96]], "lowdin_charge": [-0.065, -0.217, -0.208, -0.179, -0.297, -0.113, -0.023, 0.023, 0.144, 0.143, 0.025, 0.088, 0.052, 0.118, 0.119, 0.118, 0.070, 0.082, 0.095, 0.049, -0.167, -0.329, -0.238, -0.222, -0.253, -0.103, -0.008, 0.116, 0.166, 0.114, 0.155, 0.111, 0.155, 0.050, 0.085, 0.059, 0.095, 0.087, 0.067, 0.059, -0.051, -0.333, -0.045, 0.057, 0.044, 0.102, 0.125, 0.089, 0.067, -0.065, -0.406, -0.033, 0.139, 0.005, 0.065, 0.121, 0.112, 0.048, -0.019, -0.332, -0.101, 0.156, 0.030, -0.038, 0.128, 0.083, 0.082, -0.121, -0.354, -0.078, 0.077, 0.140, 0.103, 0.127, 0.153, 0.049, -0.033, -0.379, -0.063, 0.049, 0.162, 0.013, 0.104, 0.050, 0.060, -0.091, -0.280, -0.036, 0.080, 0.091, 0.065, 0.070, 0.124, -0.065, -0.058, -0.340, -0.056, 0.029, 0.010, 0.085, 0.089, 0.111, 0.068, -0.113, -0.407, -0.059, 0.098, 0.082, 0.073, 0.113, 0.147, 0.060], "total_charge": 0, "orbital_gap_ev": 10.22, "e_above_lowest_kj_mol": 471.05, "homo_energy_ev": -9.71, "e_lumo_ev": 0.515}

=====

No. 2
{"formula": "C29H19F5GeN4O2STc", "method": "the ωB97M-V functional and the def2-TZVPD basis", "symbols": ["Tc", "N", "C", "C", "O", "O", "H", "H", "H", "H", "F", "C", "C", "F", "C", "F", "C", "S", "C", "F", "C", "F", "N", "C", "N", "C", "N", "C", "Ge", "C", "C", "C", "C", "C", "C", "C", "C", "C", "C", "C", "C", "C", "C", "C", "C", "C", "C", "H", "H", "H", "H", "H", "H", "H", "H", "H", "H", "H", "H", "H", "H", "H"], "coordinates": [[-1.676, -0.995, 1.039], [-1.538, -0.620, 3.098], [-2.317, 0.593, 3.468], [-3.112, 1.121, 2.278], [-3.771, 2.108, 2.315], [-2.981, 0.372, 1.160], [-1.904, -1.444, 3.572], [-0.570, -0.519, 3.392], [-1.643, 1.378, 3.806], [-3.006, 0.379, 4.283], [-0.434, -3.665, -5.112], [-0.258, -3.357, -3.843], [-1.228, -2.621, -3.170], [-2.323, -2.224, -3.795], [-1.019, -2.298, -1.844], [-1.976, -1.536, -1.237], [0.128, -2.674, -1.161], [0.400, -2.259, 0.550], [1.075, -3.418, -1.850], [2.183, -3.805, -1.228], [0.896, -3.757, -3.182], [1.824, -4.441, -3.827], [-2.534, -2.737, 1.393], [-3.385, -3.490, 1.740], [-4.246, -4.227, 2.199], [-5.001, -5.239, 1.855], [-5.689, -6.132, 1.619], [-0.043, -0.566, 0.504], [0.984, 1.086, -0.087], [1.912, 0.471, -1.667], [1.596, 1.016, -2.909], [2.224, 0.554, -4.058], [3.175, -0.453, -3.971], [3.505, -0.996, -2.735], [2.876, -0.535, -1.590], [-0.421, 2.379, -0.363], [-1.502, 2.065, -1.186], [-2.535, 2.969, -1.367], [-2.492, 4.201, -0.729], [-1.416, 4.529, 0.082], [-0.384, 3.621, 0.265], [2.052, 1.375, 1.502], [1.402, 1.706, 2.692], [2.119, 1.904, 3.861], [3.502, 1.773, 3.848], [4.159, 1.456, 2.669], [3.437, 1.257, 1.500], [0.855, 1.803, -2.988], [1.975, 0.985, -5.018], [3.667, -0.810, -4.866], [4.255, -1.773, -2.665], [3.149, -0.964, -0.631], [-1.548, 1.107, -1.693], [-3.375, 2.714, -1.997], [-3.300, 4.906, -0.864], [-1.383, 5.491, 0.575], [0.450, 3.887, 0.905], [0.326, 1.854, 2.692], [1.610, 2.178, 4.775], [4.068, 1.932, 4.756], [5.236, 1.366, 2.658], [3.965, 1.017, 0.585]], "forces_ev_per_a": [[-0.49, -0.27, -0.07], [0.01, -0.04, 0.11], [-0.09, 0.13, -0.01], [0.03, 0.04, 0.06], [0.01, 0.00, 0.10], [-0.10, -0.01, -0.19], [0.03, 0.03, -0.01], [-0.03, -0.01, 0.01], [-0.03, 0.00, -0.02], [-0.01, 0.00, -0.02], [0.01, 0.01, 0.03], [0.01, 0.02, 0.09], [0.06, 0.01, 0.05], [0.01, 0.00, 0.00], [0.08, 0.03, -0.12], [-0.12, -0.07, 0.11], [-0.07, -0.02, 0.00], [-0.02, -0.10, -0.22], [0.02, 0.04, -0.03], [0.00, 0.01, -0.02], [-0.06, 0.06, 0.04], [-0.02, 0.00, 0.01], [0.03, 0.08, 0.11], [-0.08, -0.16, -0.17], [0.15, 0.36, 0.48], [-0.12, -0.29, -0.27], [-0.03, -0.03, -0.03], [0.88, 0.21, -0.03], [-0.01, 0.08, -0.04], [-0.04, 0.06, 0.05], [-0.11, 0.01, -0.03], [0.01, -0.01, -0.02], [0.01, -0.01, 0.01], [0.01, -0.02, -0.06], [0.04, -0.06, 0.13], [0.10, -0.07, 0.00], [-0.02, -0.04, -0.05], [-0.01, 0.03, 0.00], [-0.03, 0.00, -0.02], [-0.02, 0.02, 0.00], [0.07, 0.03, 0.10], [-0.08, 0.00, -0.07], [-0.09, 0.01, 0.01], [0.03, 0.00, 0.02], [-0.01, 0.00, 0.01], [0.02, 0.01, 0.04], [0.07, -0.06, -0.09], [0.01, 0.01, 0.01], [0.00, 0.01, -0.01], [0.01, 0.00, -0.01], [0.01, -0.01, 0.00], [-0.02, -0.02, 0.00], [0.00, -0.03, -0.01], [-0.02, -0.01, -0.01], [-0.01, 0.00, 0.00], [0.01, 0.02, 0.01], [0.01, 0.00, -0.01], [-0.01, 0.00, 0.00], [-0.01, 0.01, 0.02], [0.01, 0.00, 0.01], [0.02, 0.00, -0.01], [0.00, 0.01, -0.01]], "lowdin_charge": [1.359, -0.042, -0.086, -0.555, 0.161, -0.195, 0.114, 0.107, 0.125, 0.143, 0.177, -0.111, -0.127, 0.163, -0.175, 0.007, -0.348, 0.994, -0.227, 0.117, -0.126, 0.164, -0.069, -0.299, 0.124, -0.342, 0.140, -0.689, 1.002, -0.284, -0.092, -0.062, -0.061, -0.072, -0.130, -0.306, -0.132, -0.060, -0.055, -0.062, -0.099, -0.286, -0.132, -0.070, -0.061, -0.059, -0.088, 0.101, 0.113, 0.114, 0.116, 0.101, 0.095, 0.115, 0.115, 0.113, 0.102, 0.083, 0.110, 0.114, 0.114, 0.099], "total_charge": 1, "orbital_gap_ev": 7.20, "e_above_lowest_kj_mol": 29.07, "homo_energy_ev": -11.86, "e_lumo_ev": -4.656}